A cluster of 11 separate species, C75H167N5O23 in total. Source: the Open Molecules 2025 dataset; level of theory: ωB97M-V with the def2-TZVPD basis set.

```
270
Properties=species:S:1:pos:R:3
C -5.11 2.06 4.66
C -6.44 1.95 4.00
C -6.55 3.11 3.00
C -5.98 2.87 1.66
C -6.37 1.55 1.03
C -6.06 0.40 2.02
N -6.69 0.71 3.30
O -6.45 -0.37 4.21
C -6.73 -0.87 1.52
C -4.52 0.14 2.15
C -7.61 2.18 5.02
H -5.11 2.80 5.46
H -4.33 2.39 3.97
H -4.71 1.12 5.06
H -7.60 3.31 2.74
H -6.19 4.06 3.43
H -4.87 2.81 1.82
H -6.18 3.75 1.04
H -5.83 1.28 0.13
H -7.43 1.51 0.76
H -6.38 -1.72 2.09
H -7.83 -0.75 1.52
H -6.45 -1.09 0.47
H -3.89 0.96 2.54
H -4.37 -0.69 2.87
H -4.17 -0.14 1.14
H -7.57 1.44 5.84
H -8.52 2.15 4.47
H -7.42 3.15 5.60
H -7.33 -0.78 4.32
C 1.56 -5.83 1.37
C 2.11 -5.82 -0.04
C 1.39 -4.74 -0.86
C 2.13 -4.31 -2.10
C 3.66 -4.08 -1.77
C 4.38 -5.21 -1.04
N 3.55 -5.54 0.11
O 4.12 -6.71 0.78
C 4.76 -6.44 -1.93
C 5.67 -4.54 -0.52
C 1.76 -7.18 -0.69
H 0.47 -5.67 1.27
H 2.00 -5.04 1.99
H 1.66 -6.77 2.00
H 0.41 -5.15 -1.19
H 1.15 -3.84 -0.31
H 1.66 -3.40 -2.51
H 2.05 -5.08 -2.89
H 3.67 -3.14 -1.19
H 4.09 -3.91 -2.73
H 3.96 -6.74 -2.63
H 5.59 -6.06 -2.61
H 5.10 -7.24 -1.31
H 5.48 -3.69 0.13
H 6.41 -5.26 -0.13
H 6.10 -4.17 -1.45
H 2.39 -7.98 -0.27
H 1.89 -7.20 -1.76
H 0.76 -7.42 -0.38
H 4.24 -6.41 1.69
C -1.38 5.58 1.72
C -1.12 4.76 3.00
C -1.85 3.44 2.89
C -1.18 2.56 1.87
C 0.26 2.23 2.14
C 1.09 3.53 2.32
N 0.32 4.44 3.21
O 1.06 5.69 3.31
C 2.34 3.24 3.08
C 1.40 4.06 0.88
C -1.55 5.57 4.22
H -1.31 4.95 0.83
H -0.77 6.49 1.64
H -2.43 5.88 1.77
H -1.82 2.96 3.92
H -2.89 3.64 2.65
H -1.13 2.97 0.86
H -1.67 1.59 1.81
H 0.73 1.69 1.31
H 0.33 1.66 3.06
H 2.77 2.27 2.69
H 3.13 3.99 2.94
H 2.05 3.12 4.11
H 1.66 5.12 0.76
H 2.26 3.53 0.48
H 0.60 3.85 0.20
H -1.27 6.61 4.22
H -1.23 5.14 5.18
H -2.66 5.59 4.24
H 1.67 5.51 4.00
C -0.09 -2.18 7.37
C -0.97 -2.09 6.14
C -1.60 -0.74 5.93
C -2.30 -0.62 4.62
C -1.34 -0.77 3.46
C -0.54 -2.16 3.56
N -0.04 -2.24 4.97
O 0.55 -3.51 5.08
C -1.49 -3.27 3.01
C 0.70 -1.99 2.70
C -2.10 -3.12 6.30
H -0.56 -1.77 8.24
H 0.86 -1.64 7.30
H 0.04 -3.23 7.57
H -2.30 -0.60 6.77
H -0.83 0.07 5.92
H -2.87 0.34 4.55
H -3.14 -1.33 4.52
H -0.59 0.03 3.48
H -1.76 -0.77 2.44
H -0.89 -4.23 2.97
H -2.40 -3.53 3.54
H -1.73 -3.06 1.95
H 0.41 -1.90 1.64
H 1.28 -1.14 2.94
H 1.39 -2.85 2.75
H -2.61 -3.05 7.28
H -1.83 -4.18 6.30
H -2.88 -2.94 5.56
H -0.08 -4.20 4.87
C 6.95 1.03 1.15
O 5.85 0.17 1.11
C 5.39 -0.10 2.46
C 4.51 -1.32 2.31
O 5.00 -2.24 3.23
C 4.37 -3.47 3.13
C 5.32 -4.61 3.61
O 4.63 -5.84 3.37
C 5.54 -6.88 3.64
H 7.30 1.24 0.16
H 7.74 0.72 1.85
H 6.70 2.01 1.60
H 5.08 0.83 2.93
H 6.24 -0.51 2.95
H 4.64 -1.71 1.31
H 3.45 -1.15 2.36
H 4.17 -3.64 2.06
H 3.45 -3.50 3.71
H 5.59 -4.51 4.67
H 6.21 -4.50 2.98
H 5.06 -7.87 3.52
H 5.86 -6.63 4.65
H 6.41 -6.88 2.96
C 4.67 2.22 -1.51
O 4.40 3.59 -1.34
C 5.04 4.06 -0.16
C 4.86 5.54 0.16
O 5.65 6.34 -0.72
C 5.56 7.73 -0.45
C 6.60 8.39 -1.34
O 6.09 8.28 -2.65
C 6.94 8.67 -3.74
H 4.79 1.76 -0.53
H 5.55 1.99 -2.11
H 3.77 1.80 -2.00
H 6.12 3.87 -0.09
H 4.69 3.43 0.67
H 5.15 5.76 1.17
H 3.81 5.75 -0.04
H 5.60 7.95 0.65
H 4.61 8.16 -0.76
H 7.51 7.81 -1.27
H 6.65 9.44 -1.03
H 6.27 9.08 -4.55
H 7.42 7.76 -4.05
H 7.64 9.46 -3.39
C -1.10 -2.51 -0.72
O -2.14 -2.30 -1.60
C -3.39 -2.29 -1.00
C -3.94 -3.68 -1.12
O -5.29 -3.81 -0.64
C -5.33 -4.33 0.68
C -6.78 -4.42 1.14
O -7.33 -5.62 0.64
C -8.50 -6.02 1.33
H -1.01 -1.71 0.00
H -0.14 -2.52 -1.29
H -1.20 -3.45 -0.17
H -4.01 -1.62 -1.58
H -3.39 -2.04 0.09
H -3.32 -4.42 -0.56
H -3.97 -3.95 -2.19
H -4.63 -3.78 1.39
H -5.02 -5.36 0.70
H -7.27 -3.52 0.73
H -6.96 -4.36 2.24
H -9.08 -5.16 1.62
H -8.29 -6.69 2.22
H -9.13 -6.69 0.69
C 5.33 -1.03 -2.58
O 4.29 -0.45 -3.41
C 4.79 0.40 -4.41
C 3.65 1.28 -4.95
O 3.00 2.11 -4.01
C 2.71 3.47 -4.48
C 3.73 4.61 -4.23
O 5.00 4.36 -4.85
C 6.00 5.28 -4.56
H 4.92 -1.57 -1.70
H 6.04 -0.22 -2.34
H 5.86 -1.79 -3.14
H 5.26 -0.13 -5.23
H 5.57 1.06 -4.03
H 2.81 0.74 -5.47
H 4.15 1.95 -5.67
H 1.83 3.86 -3.95
H 2.35 3.42 -5.54
H 3.95 4.70 -3.17
H 3.29 5.54 -4.60
H 6.02 6.08 -5.27
H 6.97 4.74 -4.60
H 5.86 5.71 -3.56
C 1.41 -1.53 -6.32
O 0.66 -2.59 -6.91
C 0.84 -3.74 -6.19
C -0.09 -3.91 -4.97
O -1.38 -3.95 -5.55
C -2.39 -3.23 -4.79
C -2.79 -1.95 -5.42
O -1.93 -0.97 -5.02
C -1.89 0.22 -5.73
H 1.35 -0.64 -6.90
H 2.51 -1.76 -6.41
H 1.24 -1.28 -5.27
H 1.88 -3.92 -5.92
H 0.59 -4.56 -6.90
H -0.07 -3.05 -4.31
H 0.20 -4.85 -4.49
H -2.13 -3.02 -3.75
H -3.24 -3.89 -4.60
H -3.81 -1.68 -5.11
H -2.92 -1.99 -6.50
H -1.92 0.11 -6.82
H -0.97 0.69 -5.44
H -2.70 0.86 -5.37
C 2.20 -0.42 -0.14
O 0.95 -0.28 -0.75
C 0.84 0.83 -1.70
C -0.63 0.89 -2.20
O -1.38 1.61 -1.18
C -2.60 2.11 -1.65
C -3.53 0.99 -2.08
O -4.75 1.57 -2.46
C -5.80 0.64 -2.72
H 2.43 -1.44 0.20
H 2.25 0.37 0.62
H 2.98 -0.17 -0.81
H 1.38 0.62 -2.61
H 1.30 1.69 -1.26
H -1.06 -0.12 -2.41
H -0.52 1.55 -3.07
H -2.51 2.84 -2.50
H -2.95 2.63 -0.75
H -3.56 0.35 -1.20
H -3.14 0.37 -2.90
H -6.68 1.14 -3.14
H -6.24 0.12 -1.82
H -5.49 -0.17 -3.42
C -6.60 4.04 -3.50
O -7.75 3.58 -3.62
N -5.98 4.71 -4.51
C -4.57 5.10 -4.55
C -6.59 4.79 -5.83
H -5.96 3.75 -2.61
H -3.95 4.24 -4.95
H -4.19 5.19 -3.53
H -4.38 5.88 -5.29
H -6.51 3.87 -6.45
H -7.64 5.08 -5.63
H -6.05 5.65 -6.25
```

The LUMO energy comes out at 0.014 Eh. The calculation puts the frontier orbital gap at 8.80 eV. As for the net charge: 0. As for the largest force on an atom: 0.0617 Eh/bohr. Its SMILES is CC1(C)CCCC(C)(C)N1O.CC1(C)CCCC(C)(C)N1O.CC1(C)CCCC(C)(C)N1O.CC1(C)CCCC(C)(C)N1O.COCCOCCOC.COCCOCCOC.COCCOCCOC.COCCOCCOC.COCCOCCOC.COCCOCCOC.CN(C)C=O. As for the spin multiplicity: 1.